{
  "formula": "C43H35BN12OPSr",
  "method": "the ωB97M-V functional and the def2-TZVPD basis",
  "species": ["Sr", "C", "C", "N", "N", "C", "B", "N", "C", "C", "C", "N", "N", "C", "C", "C", "N", "N", "C", "C", "C", "N", "H", "H", "H", "H", "H", "H", "H", "H", "H", "H", "H", "H", "C", "C", "C", "C", "C", "C", "P", "C", "C", "C", "C", "C", "C", "C", "C", "C", "C", "C", "C", "C", "C", "C", "C", "H", "H", "H", "H", "H", "H", "H", "H", "H", "H", "H", "H", "H", "H", "H", "H", "O", "N", "C", "C", "N", "C", "N", "C", "C", "C", "C", "N", "C", "C", "H", "H", "H", "H", "H", "H", "H"],
  "coordinates": [[-0.8607, 0.1948, -0.4456], [-4.2948, -0.9239, -2.0381], [-3.6034, -1.4507, -0.9460], [-2.3141, -1.5428, -1.2158], [-2.1428, -1.0995, -2.4630], [-3.3177, -0.7096, -2.9854], [-0.8150, -1.1741, -3.2043], [0.2245, -1.8954, -2.3442], [0.8645, -3.0379, -2.6314], [1.6513, -3.3682, -1.5487], [1.4121, -2.3513, -0.6270], [0.5605, -1.4737, -1.1269], [-0.3775, 0.2654, -3.4908], [0.1212, 0.7865, -4.6176], [0.2456, 2.1468, -4.4374], [-0.2100, 2.3663, -3.1399], [-0.5881, 1.2237, -2.5863], [-1.0061, -1.9564, -4.5038], [-2.0293, -2.7749, -4.8366], [-1.7612, -3.3124, -6.0720], [-0.5231, -2.7626, -6.4228], [-0.0803, -1.9610, -5.4747], [-5.3447, -0.7323, -2.1243], [-3.9921, -1.7704, 0.0014], [-3.3925, -0.3090, -3.9797], [0.7322, -3.5515, -3.5633], [2.2893, -4.2225, -1.4496], [1.8064, -2.2246, 0.3651], [0.3557, 0.1564, -5.4517], [0.6089, 2.8738, -5.1352], [-0.2534, 3.2904, -2.5956], [-2.8715, -2.9164, -4.1891], [-2.3663, -3.9988, -6.6249], [0.0443, -2.9002, -7.3206], [3.8696, -1.3035, 5.1086], [2.5648, -1.6347, 5.4328], [1.5293, -1.3066, 4.5761], [1.7883, -0.6171, 3.3950], [3.1036, -0.2931, 3.0710], [4.1382, -0.6400, 3.9213], [0.4576, 0.0264, 2.3014], [-0.9775, -0.8284, 3.0481], [-1.2466, -2.0941, 2.5309], [-2.2850, -2.8506, 3.0360], [-3.0733, -2.3428, 4.0549], [-2.8301, -1.0743, 4.5536], [-1.7803, -0.3153, 4.0600], [0.3878, 1.7266, 2.9642], [0.8722, 2.0327, 4.2161], [0.8455, 3.3467, 4.6970], [0.3089, 4.3436, 3.9320], [-0.2211, 4.0721, 2.6548], [-0.8349, 5.0812, 1.8884], [-1.3690, 4.7967, 0.6655], [-1.2862, 3.4919, 0.1447], [-0.6448, 2.5114, 0.8386], [-0.1528, 2.7417, 2.1343], [4.6725, -1.5566, 5.7846], [2.3486, -2.1416, 6.3620], [0.5133, -1.5647, 4.8363], [3.3009, 0.2532, 2.1580], [5.1582, -0.3882, 3.6692], [-0.6279, -2.4743, 1.7281], [-2.4894, -3.8263, 2.6241], [-3.8892, -2.9229, 4.4550], [-3.4756, -0.6721, 5.3217], [-1.5897, 0.6793, 4.4426], [1.2885, 1.2568, 4.8415], [1.2521, 3.5584, 5.6743], [0.2707, 5.3603, 4.2957], [-0.9074, 6.0732, 2.3087], [-1.8744, 5.5545, 0.0859], [-1.7743, 3.2859, -0.7983], [-2.3127, 0.8262, 0.9762], [-2.9310, 1.5365, 1.8554], [-4.0714, 1.1856, 2.3688], [-4.8179, 0.0140, 2.0801], [-5.4040, -0.9389, 1.8195], [-4.6367, 2.0566, 3.3303], [-5.1177, 2.7279, 4.1263], [4.9828, -0.2229, -4.3782], [4.2101, 0.1701, -3.1586], [4.3386, -0.5127, -1.9559], [3.5918, -0.1121, -0.8606], [2.7452, 0.9050, -0.8771], [2.6350, 1.5724, -2.0156], [3.3275, 1.2472, -3.1691], [5.6665, -1.0430, -4.1669], [5.5525, 0.6208, -4.7646], [4.2927, -0.5287, -5.1623], [5.0117, -1.3509, -1.8686], [3.6981, -0.6190, 0.0887], [1.9576, 2.4141, -1.9900], [3.1683, 1.8229, -4.0666]],
  "forces_ev_per_a": [[1.0297, 0.8686, 0.3670], [0.0299, 0.0871, -0.3591], [-0.1421, -0.1444, -0.0587], [-0.5243, -1.5839, 0.6359], [-0.2392, 0.0603, -0.7213], [-0.6417, 0.2761, 0.0725], [0.3005, -0.3976, -0.5105], [0.0282, -0.5292, -0.5793], [0.2357, -0.3613, 0.1029], [-0.0532, -0.1079, -0.0911], [0.0889, -0.2488, -0.0897], [1.3076, -0.9278, 0.1697], [0.0761, -0.1168, -0.8140], [0.2279, 0.3605, -0.3018], [-0.0364, 0.0819, -0.0060], [-0.0224, 0.0140, -0.3503], [-0.1027, 1.0488, -0.1792], [-0.3305, -0.0717, 0.0070], [-0.1229, -0.1876, -0.1226], [-0.1034, -0.0069, 0.2153], [-0.1573, 0.0129, 0.1670], [0.7223, 0.2351, -0.1416], [-0.1815, 0.0503, -0.0178], [0.0239, 0.0547, 0.2017], [0.0695, 0.0167, -0.1314], [-0.0617, 0.0302, -0.1779], [0.1146, -0.1487, 0.0305], [0.0669, 0.0731, 0.1300], [0.0201, -0.0566, -0.0821], [0.0644, 0.0930, -0.1542], [-0.0937, 0.1242, 0.1671], [-0.1170, -0.0641, 0.1249], [-0.1574, -0.1513, -0.1347], [0.1951, -0.0570, -0.1953], [-0.0087, 0.0037, 0.0454], [0.0717, -0.0725, 0.0739], [-0.0659, 0.0384, -0.1626], [-0.0280, -0.1193, -0.2438], [-0.1090, -0.0631, -0.0479], [0.1355, 0.0105, 0.0173], [0.2549, -0.1176, 0.8078], [0.0233, 0.0965, -0.1637], [0.0788, 0.2046, 0.0172], [-0.0515, -0.1309, -0.0132], [-0.0370, 0.0325, 0.0419], [-0.0096, 0.0151, 0.1191], [0.1089, -0.0065, -0.0780], [0.1224, -0.1613, 0.1958], [-0.1468, -0.1165, -0.3154], [-0.0616, 0.3025, -0.0178], [0.0589, -0.1289, 0.1673], [0.0010, -0.3619, -0.2660], [-0.1673, 0.0936, -0.2098], [0.1894, 0.1814, 0.1636], [0.0963, -0.7032, -0.3563], [0.0190, 1.8517, 0.5180], [0.2358, -0.0696, 0.4025], [0.0932, -0.0290, 0.0322], [-0.0048, -0.0709, 0.0571], [-0.0400, -0.0311, 0.0511], [0.0646, 0.0773, -0.0755], [0.0626, 0.0513, -0.0516], [0.0185, -0.1412, -0.1204], [-0.0209, -0.1378, -0.0284], [-0.1262, -0.0893, -0.0078], [0.0009, 0.0588, 0.0914], [-0.0381, 0.0229, 0.0477], [0.0233, -0.0131, 0.0196], [0.0063, 0.0659, 0.0930], [0.0130, 0.0981, 0.0475], [-0.0208, 0.1228, 0.0018], [-0.0336, 0.1080, -0.0195], [-0.0874, -0.0670, -0.1407], [-2.6491, 0.5955, 2.1802], [-0.0479, 0.4957, 0.2452], [0.6417, -0.1538, -0.6381], [0.0143, -0.6320, -0.4909], [-0.1094, -0.0889, 0.0351], [-0.0551, 0.4521, 0.4226], [-0.1230, 0.1701, 0.1955], [-0.0690, 0.0263, -0.0294], [-0.1165, 0.1170, 0.2621], [-0.0414, 0.0582, -0.0301], [0.2449, -0.0633, 0.0031], [-0.1184, 0.0699, 0.4455], [0.0151, 0.1735, -0.1871], [0.0459, -0.1158, 0.0480], [-0.0019, -0.0074, -0.0413], [0.0685, 0.0357, -0.0014], [-0.0089, -0.1067, -0.1067], [0.0981, -0.1258, 0.0109], [0.0123, -0.1848, 0.0507], [0.0543, 0.0547, -0.1083], [0.0110, 0.0988, -0.1315]],
  "mulliken_spin": [0.040, 0.002, -0.004, -0.001, -0.001, 0.002, 0.000, 0.002, 0.000, 0.001, -0.003, -0.003, -0.003, 0.000, -0.001, -0.009, 0.033, 0.000, 0.000, 0.000, 0.000, 0.000, 0.000, 0.001, 0.000, 0.000, 0.000, -0.003, 0.000, 0.000, 0.002, 0.000, 0.000, 0.000, 0.001, -0.001, 0.003, 0.005, 0.003, -0.001, 0.022, -0.001, -0.002, -0.003, 0.001, -0.001, 0.004, 0.157, -0.003, 0.003, 0.007, 0.007, -0.024, 0.048, 0.053, 0.510, 0.086, 0.000, 0.000, 0.000, 0.002, 0.000, 0.001, 0.000, 0.000, 0.000, 0.000, -0.002, 0.000, 0.001, 0.003, 0.003, 0.041, 0.020, -0.007, 0.007, 0.000, -0.001, 0.008, -0.002, 0.000, 0.000, 0.000, 0.001, -0.001, 0.001, 0.000, 0.000, 0.000, 0.000, 0.000, 0.000, -0.001, 0.000],
  "mol_weight_g_mol": 865.242,
  "e_homo_ev": [-8.171, -8.299],
  "total_charge": 0,
  "s2": 0.757,
  "e_lumo_ev": [0.189, -1.132],
  "multiplicity": 2,
  "homo_lumo_gap_ev": [8.36, 7.17]
}

{
  "formula": "C2H17N2O4",
  "method": "the ωB97M-V functional and the def2-TZVPD basis",
  "species": ["N", "C", "C", "N", "H", "H", "H", "H", "H", "H", "H", "H", "H", "H", "H", "O", "H", "H", "O", "H", "H", "O", "H", "H", "O"],
  "coordinates": [[0.4349, -0.7419, 0.8296], [1.7945, -0.1248, 0.5928], [1.6956, 0.7752, -0.6534], [3.0498, 1.1192, -1.0544], [0.5487, -1.6018, 1.3667], [-0.2430, -0.1753, 1.3722], [0.0238, -1.0481, -0.0553], [1.9948, 0.4575, 1.4855], [2.4715, -0.9048, 0.2823], [1.1646, 0.1825, -1.3997], [1.0659, 1.6279, -0.4664], [3.1238, 1.2633, -2.0423], [3.3830, 1.9364, -0.5589], [-1.9190, -2.8730, 0.2582], [-0.9938, -4.0833, 0.1210], [-0.9905, -3.1293, 0.2552], [-1.9067, -0.0225, -2.7270], [-2.9202, -0.9083, -1.9964], [-2.0847, -0.4456, -1.8807], [-2.4087, -0.6812, 2.5526], [-2.0241, 0.7830, 2.6042], [-1.6422, -0.1027, 2.6744], [-1.0585, 3.5794, -0.2412], [-0.8282, 3.1299, -1.6225], [-0.9006, 2.7599, -0.7309]],
  "forces_ev_per_a": [[0.4809, -0.4734, 0.1820], [-1.3789, 0.8489, -1.0152], [0.2272, -0.2412, 0.5881], [-0.2113, -0.3010, 0.2964], [-0.1817, -0.0533, 0.0317], [0.0841, -0.1032, -0.2917], [-0.2877, 0.1144, 0.0334], [0.7040, -0.3296, 0.0782], [0.4023, -0.2562, 0.7434], [0.3378, 0.0147, -0.3988], [-0.3203, 0.3972, 0.1792], [0.1120, 0.1824, -0.3354], [0.0078, -0.0014, -0.1949], [0.0109, -0.1084, -0.0828], [0.0371, 0.0082, -0.0072], [-0.0340, 0.1159, 0.0992], [-0.0805, -0.0260, 0.0234], [-0.0031, 0.0458, -0.1244], [0.1668, -0.0756, 0.1980], [0.2065, 0.0010, 0.1349], [0.0856, -0.0228, 0.1534], [-0.2889, 0.1633, -0.3327], [-0.0405, -0.2619, 0.3020], [0.0120, -0.4274, -0.0639], [-0.0481, 0.7897, -0.1963]],
  "lowdin_charge": [0.163, -0.114, -0.276, 0.016, 0.143, 0.117, 0.118, 0.133, 0.128, 0.118, 0.076, 0.070, 0.082, 0.049, 0.063, -0.043, 0.043, 0.040, -0.060, 0.068, 0.070, -0.041, 0.050, 0.052, -0.065],
  "mol_weight_g_mol": 133.168,
  "e_homo_ev": -12.616,
  "total_charge": 1,
  "e_lumo_ev": -2.849,
  "homo_lumo_gap_ev": 9.77
}